Below is 3 unconnected molecules or ions with the total composition C4H12NO2 in a non-equilibrium geometry, with properties calculated with ωB97M-V/def2-TZVPD.

As for the orbital gap (spin up / spin down): 9.513 / 9.079 eV. For the total energy, the calculation gives -9924.00773 eV. The LUMO energy (spin up / spin down) comes out at 1.1 / -0.1 eV. The spin multiplicity is 2. Its energy relative to the best compared isomer or geometry (same formula, charge and spin) is 155.61 kJ/mol.

CARTESIAN COORDINATES (ANGSTROEM)
C -3.3194 0.4795 0.0492
C -2.4904 -0.6753 0.5210
C -1.1711 -0.8444 -0.0897
N 0.0251 -0.1431 0.2994
C -0.0484 -1.4976 0.9280
H -4.2690 0.7291 0.5724
H -2.6365 1.3279 0.0052
H -3.6352 0.2541 -0.9835
H -2.9939 -1.5744 0.8325
H -1.0550 -1.1966 -1.1199
H -0.1266 0.5403 1.0341
H -0.3586 -1.4220 1.9540
H 0.4614 -2.3869 0.6085
H 4.8149 1.6909 -0.3941
H 5.4433 2.1255 -1.8002
O 4.6591 1.8520 -1.3261
H 2.6661 0.5926 -0.9726
H 1.5540 -0.1389 -0.0381
O 2.4803 0.2873 -0.0799